This record from the OMol25 dataset describes the ion C6H12BrN2O2 with charge +1 in a non-equilibrium geometry. The level of theory is wB97M-V/def2-TZVPD.

Values from the calculation:
E_LUMO, eV: -4.293
ΔE to the lowest compared entry with this formula, charge and spin, kcal per mole: 0.0
HOMO level, Eh: -0.547
Net charge: +1

Geometry as XYZ:
```
23
C6H12BrN2O2 wB97M-V/def2-TZVPD
C 0.418 -0.470 -0.815
C -0.710 0.264 -0.015
C 1.738 0.280 -0.917
C 0.018 -1.082 -2.143
C -1.353 1.786 1.885
C -0.497 1.595 0.634
N 0.486 -1.481 0.250
N -0.350 -1.052 1.099
O -0.702 -1.476 2.156
O 1.267 -2.572 0.302
Br -2.505 -0.025 -0.610
H 2.482 -0.356 -1.390
H 2.119 0.576 0.056
H 1.609 1.166 -1.532
H 0.819 -1.718 -2.512
H -0.150 -0.291 -2.868
H -0.887 -1.680 -2.068
H -2.404 1.607 1.675
H -1.250 2.806 2.241
H -1.038 1.114 2.681
H 0.554 1.745 0.882
H -0.775 2.351 -0.111
H 1.109 -3.087 1.123
```

Atomic partial charges in e from the natural (NBO) method, atoms 1 to 5: number 1, C, carries 0.05; number 2, C, carries 0.18; number 3, C, carries -0.63; number 4, C, carries -0.64; number 5, C, carries -0.61